1.
The following is a quantum chemistry calculation of an isolated ion of composition CHNO5S and charge -2, from the Open Molecules 2025 dataset.

The strongest force on any atom is 3.19 eV Å⁻¹. The value obtained for the lowest unoccupied orbital energy is 6.858 eV. The SMILES is O=[N+]([O-])C=S(=O)([O-])[O-]. The energy above the lowest of the compared OMol25 structures with the same formula, charge and spin is 0.658 eV. The value obtained for the HOMO-LUMO gap is 6.4 eV.

```
! wB97M-V def2-TZVPD RIJCOSX def2/J DEFGRID3
* xyz -2 1
O -2.712 -0.432 0.360
N -1.451 -0.619 0.087
O -1.023 -1.757 -0.026
C -0.534 0.462 -0.257
S 1.300 0.220 -0.140
O 1.681 1.475 0.582
O 2.074 0.103 -1.440
O 1.496 -0.979 0.707
H -0.830 1.528 0.128
*
```

2.
The following is a quantum chemistry calculation of a 3-piece molecular cluster, C2H8O3 overall, from the Open Molecules 2025 dataset.

The strongest force on any atom is 4.15 eV Å⁻¹. The value obtained for the lowest unoccupied orbital energy (alpha / beta) is -4.719 / -8.794 eV. The energy above the lowest of the compared OMol25 structures with the same formula, charge and spin is 0.559 eV. Its expectation value of S² is 0.758. The value obtained for the HOMO-LUMO gap (alpha / beta) is 8.7 / 4.6 eV.

```
! wB97M-V def2-TZVPD RIJCOSX def2/J DEFGRID3
* xyz 1 2
C 2.174 -1.570 2.754
C 1.393 -1.583 1.652
O 0.170 -1.050 1.703
H 3.128 -2.027 2.966
H 1.787 -1.297 3.755
H 1.707 -1.960 0.676
H -0.050 -0.627 0.825
H -1.805 -0.886 -0.804
H -1.647 0.554 -0.307
O -1.140 -0.226 -0.566
H -1.172 3.631 -4.525
H -2.413 3.428 -3.614
O -2.133 3.613 -4.514
*
```

3.
The following is a quantum chemistry calculation of C31H24BN8O2RhS3 as an isolated structure, from the Open Molecules 2025 dataset.

The strongest force on any atom is 0.53 eV Å⁻¹. The value obtained for the lowest unoccupied orbital energy is -5.452 eV. The energy above the lowest of the compared OMol25 structures with the same formula, charge and spin is 0.000 eV. The value obtained for the HOMO-LUMO gap is 7.3 eV.

```
! wB97M-V def2-TZVPD RIJCOSX def2/J DEFGRID3
* xyz 2 1
Rh 0.618 -0.057 0.095
N -1.758 -2.627 2.481
C -2.433 -1.972 3.543
C -3.228 -2.710 4.401
C -3.907 -2.076 5.433
C -3.799 -0.706 5.593
C -3.003 0.033 4.726
C -2.315 -0.602 3.707
S -1.262 0.377 2.669
N -0.767 -0.756 1.479
C -1.039 -2.017 1.521
C -0.575 -2.856 0.376
C -1.165 -4.066 0.049
C -0.729 -4.739 -1.084
C 0.270 -4.177 -1.858
C 0.807 -2.963 -1.458
N 0.403 -2.323 -0.365
H -1.834 -3.629 2.448
H -3.319 -3.782 4.265
H -4.524 -2.658 6.103
H -4.331 -0.205 6.390
H -2.917 1.106 4.849
H -1.979 -4.476 0.631
H -1.172 -5.688 -1.357
H 0.626 -4.659 -2.757
H 1.605 -2.489 -2.018
N 4.008 0.907 -0.266
C 3.188 1.023 -1.319
N 1.945 0.580 -1.350
C 1.331 0.900 -2.562
C 2.107 1.548 -3.444
S 3.680 1.797 -2.779
C -0.069 0.519 -2.658
C -0.829 0.314 -3.752
S -2.408 -0.167 -3.289
C -1.945 -0.146 -1.638
N -0.697 0.231 -1.448
N -2.808 -0.442 -0.616
H 3.707 0.395 0.544
H 4.958 1.230 -0.313
H 1.849 1.920 -4.421
H -0.546 0.414 -4.787
H -3.720 -0.766 -0.902
H -2.851 0.245 0.126
O 0.307 2.900 -0.374
B 0.619 1.910 0.539
O 1.023 2.439 1.753
C 0.959 3.816 1.583
C 1.264 4.808 2.485
C 1.115 6.117 2.033
C 0.681 6.397 0.741
C 0.374 5.380 -0.161
C 0.528 4.095 0.300
H 1.598 4.582 3.488
H 1.341 6.935 2.703
H 0.577 7.427 0.430
H 0.030 5.588 -1.165
N 1.911 -0.344 1.626
C 2.437 -0.359 2.645
C 3.066 -0.382 3.926
C 4.231 -1.125 4.124
C 4.816 -1.125 5.376
C 4.243 -0.395 6.410
C 3.083 0.342 6.205
C 2.484 0.356 4.959
H 4.662 -1.695 3.311
H 5.718 -1.695 5.549
H 4.707 -0.400 7.388
H 2.648 0.907 7.018
H 1.584 0.926 4.772
*
```

4.
The following is a quantum chemistry calculation of a 2-piece molecular cluster, C6H13NO overall, from the Open Molecules 2025 dataset.

The strongest force on any atom is 2.16 eV Å⁻¹. The value obtained for the lowest unoccupied orbital energy (alpha / beta) is 4.198 / 4.024 eV. The energy above the lowest of the compared OMol25 structures with the same formula, charge and spin is 1.623 eV. Its expectation value of S² is 0.766. The value obtained for the HOMO-LUMO gap (alpha / beta) is 3.1 / 6.9 eV.

```
! wB97M-V def2-TZVPD RIJCOSX def2/J DEFGRID3
* xyz -1 2
C 0.210 -0.949 -2.126
N 2.265 -1.673 -0.030
C 1.404 -0.522 0.082
C 0.462 -0.176 -0.860
C -0.417 0.955 -0.620
C -0.989 1.266 0.591
C -1.726 2.568 0.810
H -0.842 -1.009 -2.361
H 0.529 -2.005 -2.084
H 0.719 -0.536 -2.992
H 2.242 -2.172 -0.904
H 3.214 -1.482 0.267
H 1.776 0.187 0.825
H -0.610 1.674 -1.427
H -1.025 0.575 1.426
H -2.501 2.548 1.559
H -2.285 2.786 -0.139
H -1.045 3.435 0.864
H 0.329 -1.730 2.377
H -1.147 -1.958 2.000
O -0.562 -1.783 2.742
*
```

5.
The following is a quantum chemistry calculation of a 2-piece molecular cluster, C6H13N overall, from the Open Molecules 2025 dataset.

The strongest force on any atom is 5.10 eV Å⁻¹. The value obtained for the lowest unoccupied orbital energy is -1.034 eV. The energy above the lowest of the compared OMol25 structures with the same formula, charge and spin is 6.433 eV. The value obtained for the HOMO-LUMO gap is 6.3 eV.

```
! wB97M-V def2-TZVPD RIJCOSX def2/J DEFGRID3
* xyz 0 1
C -0.178 -1.333 -1.495
C -0.042 0.062 -0.823
C 0.059 0.226 0.558
C 0.044 -0.898 1.411
C 0.286 1.511 1.232
C -0.955 2.299 1.286
N 0.989 -1.900 -2.194
H -1.056 -1.408 -2.142
H -0.366 -2.006 -0.760
H 0.248 0.890 -1.481
H -1.846 -0.458 0.744
H 0.422 -1.860 1.015
H -0.345 -0.826 2.447
H 1.130 2.127 0.867
H 0.587 1.293 2.255
H -1.028 2.950 0.421
H -1.814 1.529 1.594
H -0.898 2.845 2.265
H 1.734 -1.459 -1.757
H 1.029 -1.519 -3.115
*
```

6.
The following is a quantum chemistry calculation of a 2-piece molecular cluster, C3H5N3O overall, from the Open Molecules 2025 dataset.

The strongest force on any atom is 7.12 eV Å⁻¹. The value obtained for the lowest unoccupied orbital energy is -0.236 eV. The energy above the lowest of the compared OMol25 structures with the same formula, charge and spin is 3.929 eV. The value obtained for the HOMO-LUMO gap is 7.8 eV.

```
! wB97M-V def2-TZVPD RIJCOSX def2/J DEFGRID3
* xyz 0 1
C -0.559 -0.625 0.055
C 1.073 0.639 -0.525
C 1.384 0.206 0.813
H -2.234 -0.207 -0.823
H -2.214 -1.875 -0.349
H 1.055 1.755 -1.891
H 2.092 0.461 1.578
H -0.441 -0.391 2.269
N -1.996 -0.863 0.051
N -0.136 0.186 -0.959
N 0.224 -0.778 1.078
O 1.752 1.494 -1.297
*
```

7.
The following is a quantum chemistry calculation of an isolated ion of composition C12H27IO4PS2 and charge +1, from the Open Molecules 2025 dataset.

The strongest force on any atom is 4.24 eV Å⁻¹. The value obtained for the lowest unoccupied orbital energy is -4.343 eV. The value obtained for the HOMO-LUMO gap is 8.0 eV.

```
! wB97M-V def2-TZVPD RIJCOSX def2/J DEFGRID3
* xyz 1 1
C -1.441 -3.959 -0.980
C -0.683 -2.599 -0.714
S -0.149 -1.831 -2.295
C 1.240 -0.687 -1.971
P 0.802 0.736 -0.807
I 2.446 2.498 -1.336
C -0.954 1.301 -1.002
C -1.157 2.275 -2.234
C -1.281 1.518 -3.596
S -2.934 0.721 -3.797
O -2.694 -0.736 -3.936
O -3.784 1.105 -2.658
O -3.686 1.214 -5.171
O 1.198 0.214 0.717
C 0.061 0.050 1.601
C 0.654 -0.376 2.993
C 1.328 -1.806 2.894
C 1.596 0.701 3.623
C 1.061 2.179 3.498
C 3.078 0.650 3.133
H -1.659 -4.460 -0.014
H -2.427 -3.704 -1.418
H -0.845 -4.610 -1.644
H 0.154 -2.806 -0.017
H -1.441 -1.928 -0.249
H 1.640 -0.208 -2.885
H 2.099 -1.192 -1.468
H -1.571 0.401 -1.234
H -1.376 1.805 -0.115
H -0.327 3.000 -2.349
H -2.078 2.878 -2.093
H -0.466 0.798 -3.802
H -1.213 2.281 -4.408
H -3.052 1.339 -5.893
H -0.525 0.974 1.760
H -0.619 -0.771 1.297
H -0.202 -0.515 3.695
H 2.194 -1.907 3.569
H 0.565 -2.560 3.184
H 1.599 -2.003 1.838
H 1.627 0.484 4.717
H 1.496 2.666 2.602
H 1.336 2.702 4.433
H -0.049 2.121 3.452
H 3.202 0.711 2.034
H 3.656 -0.219 3.499
H 3.580 1.556 3.549
*
```

8.
The following is a quantum chemistry calculation of one molecule with the formula C17H25BN2O4, from the Open Molecules 2025 dataset.

The strongest force on any atom is 3.49 eV Å⁻¹. The value obtained for the lowest unoccupied orbital energy is 0.232 eV. The SMILES is C=CC(=O)N(CC)CC(=O)N[C@@H](Cc1ccc(C)cc1C)B(O)O. The energy above the lowest of the compared OMol25 structures with the same formula, charge and spin is 1.917 eV. The value obtained for the HOMO-LUMO gap is 8.7 eV.

```
! wB97M-V def2-TZVPD RIJCOSX def2/J DEFGRID3
* xyz 0 1
C -2.093 -2.978 5.368
C -1.819 -1.841 4.678
C -0.652 -1.757 3.826
O 0.032 -2.794 3.693
N -0.288 -0.492 3.295
C -1.149 0.631 3.479
C -2.652 0.501 2.985
C 1.039 -0.362 2.632
C 1.154 0.535 1.443
O 2.107 1.344 1.345
N 0.176 0.441 0.528
C -0.116 1.433 -0.480
C -0.497 1.044 -1.914
C 0.574 0.304 -2.712
C 1.346 -0.628 -2.016
C 2.227 -1.387 -2.733
C 2.485 -1.270 -4.067
C 3.436 -2.134 -4.792
C 1.672 -0.353 -4.738
C 0.876 0.527 -4.075
C -0.037 1.421 -4.834
B -1.225 2.345 0.309
O -0.622 3.384 1.068
O -2.595 2.216 0.129
H -1.377 -3.765 5.379
H -2.858 -2.988 6.099
H -2.365 -0.947 5.030
H -0.648 1.510 2.956
H -1.168 0.926 4.488
H -3.314 1.305 3.362
H -3.104 -0.417 3.293
H -2.714 0.500 1.934
H 1.771 -0.059 3.356
H 1.462 -1.389 2.461
H -0.687 -0.073 0.679
H 0.785 2.042 -0.425
H -0.757 1.905 -2.523
H -1.559 0.635 -1.734
H 1.123 -0.779 -0.922
H 2.707 -2.219 -2.161
H 4.473 -1.741 -4.602
H 3.306 -3.176 -4.397
H 3.332 -2.275 -5.850
H 1.805 -0.106 -5.854
H -0.944 0.873 -4.910
H 0.389 1.592 -5.820
H -0.249 2.356 -4.277
H 0.283 3.281 1.335
H -3.075 2.883 0.688
*
```

Q: strongest force on any atom of number 2 (C2H8O3)?
A: 4.15 eV Å⁻¹

What did the fifth record say?
The following is a quantum chemistry calculation of a 2-piece molecular cluster, C6H13N overall, from the Open Molecules 2025 dataset.

The strongest force on any atom is 5.10 eV Å⁻¹. The value obtained for the lowest unoccupied orbital energy is -1.034 eV. The energy above the lowest of the compared OMol25 structures with the same formula, charge and spin is 6.433 eV. The value obtained for the HOMO-LUMO gap is 6.3 eV.

```
! wB97M-V def2-TZVPD RIJCOSX def2/J DEFGRID3
* xyz 0 1
C -0.178 -1.333 -1.495
C -0.042 0.062 -0.823
C 0.059 0.226 0.558
C 0.044 -0.898 1.411
C 0.286 1.511 1.232
C -0.955 2.299 1.286
N 0.989 -1.900 -2.194
H -1.056 -1.408 -2.142
H -0.366 -2.006 -0.760
H 0.248 0.890 -1.481
H -1.846 -0.458 0.744
H 0.422 -1.860 1.015
H -0.345 -0.826 2.447
H 1.130 2.127 0.867
H 0.587 1.293 2.255
H -1.028 2.950 0.421
H -1.814 1.529 1.594
H -0.898 2.845 2.265
H 1.734 -1.459 -1.757
H 1.029 -1.519 -3.115
*
```

What did the fifth record say?
The following is a quantum chemistry calculation of a 2-piece molecular cluster, C6H13N overall, from the Open Molecules 2025 dataset.

The strongest force on any atom is 5.10 eV Å⁻¹. The value obtained for the lowest unoccupied orbital energy is -1.034 eV. The energy above the lowest of the compared OMol25 structures with the same formula, charge and spin is 6.433 eV. The value obtained for the HOMO-LUMO gap is 6.3 eV.

```
! wB97M-V def2-TZVPD RIJCOSX def2/J DEFGRID3
* xyz 0 1
C -0.178 -1.333 -1.495
C -0.042 0.062 -0.823
C 0.059 0.226 0.558
C 0.044 -0.898 1.411
C 0.286 1.511 1.232
C -0.955 2.299 1.286
N 0.989 -1.900 -2.194
H -1.056 -1.408 -2.142
H -0.366 -2.006 -0.760
H 0.248 0.890 -1.481
H -1.846 -0.458 0.744
H 0.422 -1.860 1.015
H -0.345 -0.826 2.447
H 1.130 2.127 0.867
H 0.587 1.293 2.255
H -1.028 2.950 0.421
H -1.814 1.529 1.594
H -0.898 2.845 2.265
H 1.734 -1.459 -1.757
H 1.029 -1.519 -3.115
*
```

Q: strongest force on any atom of number 1 (CHNO5S)?
A: 3.19 eV Å⁻¹